(1)
# C27H63F3N9O12P3

6 unconnected molecules or ions with the total composition C27H63F3N9O12P3 at a distorted geometry (ωB97M-V/def2-TZVPD, OMol25).

XYZ file:
```
117
Properties=species:S:1:pos:R:3:forces:R:3:lowdin_charge:R:1
C 3.6269 2.1527 1.8721 0.595 -0.834 0.413 -0.091
N 4.3403 0.9905 1.3309 -0.632 -0.300 -1.138 -0.311
C 5.0568 0.2032 2.3303 0.110 0.746 -0.187 -0.108
P 3.6657 0.1538 0.0255 0.725 0.958 0.049 0.545
O 2.5578 -0.7959 0.3186 0.299 0.592 -0.510 -0.280
N 3.2966 1.3758 -1.0735 -0.940 -0.423 0.715 -0.300
C 4.1469 2.4919 -1.4649 -0.012 -0.566 0.079 -0.111
C 2.1797 1.1650 -1.9986 0.028 -0.452 0.538 -0.101
N 5.0032 -0.6283 -0.5789 0.480 -0.656 -0.247 -0.308
C 4.7608 -1.7846 -1.4588 0.185 0.110 0.346 -0.090
C 6.2883 0.0093 -0.8076 0.430 0.167 -0.483 -0.135
H 2.8904 1.8160 2.6043 -0.272 0.204 0.120 0.065
H 3.1352 2.7409 1.1032 0.088 -0.025 -0.037 0.075
H 4.4080 2.7097 2.3934 -0.293 0.494 0.028 0.083
H 5.6289 0.9190 2.9283 0.075 -0.137 0.105 0.082
H 5.7620 -0.4464 1.8182 -0.109 -0.241 0.190 0.070
H 4.4028 -0.3542 3.0066 -0.018 -0.133 -0.096 0.067
H 3.5187 3.3453 -1.7248 -0.042 0.004 -0.049 0.085
H 4.8153 2.8070 -0.6656 0.062 -0.183 0.029 0.074
H 4.7258 2.1883 -2.3410 0.184 0.348 -0.074 0.077
H 2.5320 0.8848 -2.9956 0.011 0.449 -0.166 0.086
H 1.5885 0.3080 -1.6721 0.012 0.140 0.162 0.055
H 1.5386 2.0462 -1.9729 -0.021 -0.024 -0.409 0.069
H 5.6583 -1.9785 -2.0443 -0.012 0.152 -0.086 0.075
H 4.5990 -2.6821 -0.8618 -0.400 0.007 -0.106 0.082
H 3.9397 -1.5939 -2.1508 -0.088 -0.246 0.026 0.079
H 6.5270 0.7295 -0.0287 0.081 -0.198 0.167 0.071
H 6.4423 0.5382 -1.7608 -0.795 0.197 -0.081 0.076
H 7.0606 -0.7561 -0.9228 0.021 -0.113 0.753 0.080
C -0.5835 1.5741 7.3105 0.873 0.294 0.079 -0.120
N -0.9199 1.7048 5.9071 0.426 0.186 -1.408 -0.296
C -2.3322 1.5864 5.6237 -0.592 -0.363 0.592 -0.126
P 0.2416 1.4553 4.6484 -1.013 -1.538 2.116 0.548
O -0.1895 1.8105 3.2901 -0.303 0.866 -0.168 -0.250
N 1.5186 2.2968 5.2495 0.531 0.309 0.080 -0.314
C 2.5525 1.7452 6.1322 -0.274 -0.111 -0.722 -0.097
C 1.6824 3.6982 4.8903 0.701 -0.013 -0.143 -0.100
N 0.5790 -0.1923 4.7127 0.033 -0.545 0.450 -0.268
C 0.1171 -1.0703 5.7941 -0.055 0.522 0.393 -0.106
C 1.1725 -0.8858 3.5755 0.560 1.245 -1.086 -0.092
H 0.3875 2.0321 7.5143 -0.048 0.080 -0.129 0.069
H -0.4794 0.5375 7.6416 -0.413 0.017 0.112 0.062
H -1.2863 2.1041 7.9528 -0.262 -0.064 -0.182 0.089
H -2.7495 0.6843 6.0965 0.037 -0.239 -0.441 0.079
H -2.5429 1.6043 4.5570 0.119 -0.148 -0.013 0.068
H -2.9242 2.3762 6.1039 0.336 0.314 -0.147 0.082
H 2.8372 2.4031 6.9548 -0.395 0.243 -0.010 0.086
H 2.1733 0.8198 6.5584 0.383 -0.170 -0.067 0.064
H 3.4522 1.5976 5.5292 0.148 -0.390 0.218 0.079
H 2.7238 3.9453 5.1105 -0.041 0.165 -0.051 0.082
H 1.5598 3.8543 3.8170 -0.248 -0.015 0.047 0.066
H 1.0641 4.3994 5.4584 -0.199 -0.166 0.017 0.084
H -0.9468 -0.9172 5.9782 -0.004 0.004 0.169 0.071
H 0.2437 -2.1348 5.6057 0.156 0.142 -0.612 0.084
H 0.6700 -0.9023 6.7222 -0.069 0.062 0.091 0.062
H 2.2538 -0.7383 3.4484 0.058 -0.251 0.599 0.060
H 0.8225 -0.4140 2.6520 -0.271 -0.395 0.017 0.049
H 0.9573 -1.9481 3.5832 -0.154 0.007 0.001 0.088
C -3.5402 -3.1700 -6.5542 0.544 -0.535 0.540 -0.131
N -2.1054 -3.2473 -6.8293 -0.476 0.855 0.519 -0.306
C -1.7090 -2.8194 -8.1599 0.772 -0.223 -0.056 -0.110
P -0.9669 -3.7911 -5.7206 -0.943 -1.063 -0.804 0.507
O 0.3958 -3.3202 -6.0019 0.246 -0.139 -0.322 -0.276
N -1.6259 -3.3853 -4.2578 -0.428 0.348 0.255 -0.312
C -1.1063 -4.0110 -3.0477 0.387 -0.408 -0.264 -0.100
C -1.9134 -1.9651 -4.0476 -0.577 0.017 -0.382 -0.101
N -1.1174 -5.4729 -5.7843 0.061 -0.429 0.956 -0.305
C -0.1008 -6.3409 -6.3361 0.201 0.114 -0.681 -0.120
C -2.3726 -6.1414 -5.4394 0.013 0.813 0.408 -0.112
H -4.1000 -3.8916 -7.1527 -0.119 0.231 -0.301 0.077
H -3.9087 -2.1510 -6.6779 -0.146 -0.003 -0.236 0.080
H -3.7169 -3.4580 -5.5177 0.002 0.089 -0.005 0.068
H -1.3747 -3.6809 -8.7478 -0.063 0.104 -0.198 0.078
H -0.8780 -2.1118 -8.1225 0.025 -0.068 0.074 0.075
H -2.5181 -2.3268 -8.6964 -0.218 -0.108 0.210 0.077
H -1.7350 -3.8134 -2.1802 -0.154 0.219 -0.143 0.082
H -1.0725 -5.0924 -3.1872 0.120 0.038 0.015 0.071
H -0.0922 -3.6572 -2.8332 0.005 -0.031 0.149 0.091
H -2.4069 -1.5217 -4.9138 0.220 -0.174 -0.164 0.069
H -2.6535 -1.8890 -3.2525 0.301 0.141 0.276 0.075
H -1.0168 -1.3732 -3.8505 0.004 -0.043 0.287 0.090
H -0.2058 -6.4437 -7.4276 0.269 0.247 0.018 0.079
H 0.8866 -5.9580 -6.0790 0.013 -0.101 -0.216 0.076
H -0.2064 -7.3712 -5.9897 -0.001 0.172 0.491 0.072
H -2.7400 -5.7038 -4.5069 -0.330 0.049 -0.186 0.065
H -2.2354 -7.1973 -5.2123 0.313 -0.043 -0.244 0.078
H -3.1395 -6.0434 -6.2115 -0.045 -0.047 -0.048 0.073
O -5.7310 5.6377 -0.2355 0.435 -0.212 0.309 0.168
C -5.5790 4.4744 -0.4254 -0.612 0.510 -0.698 -0.564
O -4.4470 3.8625 -0.8067 -0.071 0.317 0.003 0.061
C -4.6871 2.4716 -0.9711 -0.523 -0.178 -0.653 -0.053
C -6.2171 2.3527 -0.9740 0.363 0.927 0.600 -0.292
F -6.6393 1.3383 -0.1837 -0.189 0.116 -0.140 0.079
O -6.6192 3.5993 -0.4321 -0.184 -0.357 0.374 0.123
H -4.3776 2.1484 -1.9639 0.725 -0.009 0.311 0.141
H -4.2129 1.9544 -0.1422 -0.112 -0.352 -0.201 0.122
H -6.6883 2.3271 -1.9574 0.061 -0.677 0.035 0.170
O -4.0195 -0.4738 -1.0142 -0.384 -0.036 -0.907 0.177
C -2.9862 -0.5730 -0.4564 0.667 -0.560 1.616 -0.542
O -2.7989 -0.2562 0.8500 -0.292 0.671 -0.956 0.078
C -1.4006 -0.1813 1.0591 0.462 -0.955 1.418 -0.071
C -0.8077 -1.1392 0.0326 -0.340 1.466 0.541 -0.285
F -0.6382 -2.4029 0.4972 -0.329 -0.240 -0.047 0.074
O -1.8291 -1.0960 -0.9450 0.252 -0.283 -0.938 0.109
H -0.9962 0.8230 0.9507 -0.192 0.046 -0.066 0.115
H -1.2620 -0.5424 2.0772 0.380 0.193 -0.060 0.126
H 0.1596 -0.7673 -0.3027 -0.111 -0.317 -0.527 0.134
O -0.3093 2.9372 -0.4372 -0.053 0.335 -0.636 0.168
C -0.8237 3.5464 0.4405 0.261 -1.322 1.313 -0.552
O -0.1502 4.2141 1.3908 0.058 1.194 0.216 0.077
C -1.0608 4.7798 2.3315 -0.722 0.392 0.420 -0.055
C -2.3998 4.1745 1.9491 -0.761 -0.532 -0.019 -0.282
F -3.3361 5.1300 1.6492 0.348 0.197 -0.097 0.061
O -2.1254 3.4187 0.7955 -0.106 0.373 -0.124 0.118
H -0.8034 4.6134 3.3751 0.398 -0.765 -0.215 0.117
H -1.1837 5.8654 2.2894 0.404 0.033 -0.739 0.142
H -2.9052 3.5308 2.6715 0.404 -0.081 0.066 0.166
```
Forces are in eV/Å.

**SMILES**: CN(C)P(=O)(N(C)C)N(C)C.CN(C)P(=O)(N(C)C)N(C)C.CN(C)P(=O)(N(C)C)N(C)C.O=C1OC[C@@H](F)O1.O=C1OC[C@@H](F)O1.O=C1OC[C@@H](F)O1
**Orbital gap**: 8.41 eV
**LUMO**: 0.40 eV
**HOMO level**: -8.01 eV



(2)
# C27H63N3O3

6 unconnected molecules or ions with the total composition C27H63N3O3 at a distorted geometry (ωB97M-V/def2-TZVPD, OMol25).

XYZ file:
```
96
Properties=species:S:1:pos:R:3:forces:R:3:lowdin_charge:R:1
C -3.1549 -4.7365 -6.3524 1.346 0.038 0.630 -0.077
C -1.8795 -4.1108 -5.6312 -0.016 -0.010 -1.318 -0.224
N -1.1613 -3.1656 -6.4873 -0.229 0.668 -1.486 -0.198
C 0.1112 -2.5394 -6.0514 -0.558 -1.190 0.380 -0.245
C 1.1128 -3.5398 -5.4823 0.081 0.109 0.263 -0.104
C -2.0059 -2.2096 -7.2209 1.294 -0.068 -0.556 -0.280
C -2.6760 -1.1204 -6.4442 -0.607 0.420 0.787 -0.098
H -3.4321 -5.6441 -5.8162 -0.187 0.165 0.287 0.060
H -2.8718 -5.1058 -7.3381 0.126 0.294 -0.131 0.071
H -4.0268 -4.0901 -6.4530 0.183 0.108 0.171 0.060
H -2.1163 -3.6526 -4.6710 -0.327 -0.203 0.386 0.102
H -1.1581 -4.9193 -5.5125 -0.275 -0.206 0.552 0.098
H 0.6981 -2.1094 -6.8630 -0.799 0.200 -0.616 0.111
H -0.1103 -1.7216 -5.3656 0.262 0.130 0.452 0.101
H 0.7910 -4.0308 -4.5639 0.017 0.016 0.006 0.063
H 1.3849 -4.2983 -6.2163 -0.333 -0.111 -0.088 0.077
H 2.0465 -3.0104 -5.2930 -0.008 0.078 0.289 0.069
H -2.7461 -2.6969 -7.8554 0.034 -0.378 0.208 0.101
H -1.3181 -1.7380 -7.9228 0.038 0.082 -0.244 0.107
H -3.3608 -1.5586 -5.7181 -0.170 0.109 0.139 0.068
H -3.2565 -0.4692 -7.0976 -0.094 -0.089 -0.113 0.074
H -2.0048 -0.4569 -5.8988 0.224 -0.153 0.019 0.065
C 2.8984 6.4766 -0.0353 -0.803 1.208 -0.184 -0.090
C 1.9869 6.8683 -1.2470 -0.151 -0.079 2.334 -0.213
N 0.8869 7.8388 -0.8408 1.607 -1.641 0.401 -0.187
C 0.5774 8.6420 -1.9871 0.069 1.103 0.273 -0.291
C -0.4635 9.7722 -1.7572 0.665 0.147 -0.294 -0.073
C -0.2214 7.0931 -0.2548 0.157 0.873 1.147 -0.279
C -1.1337 6.3507 -1.1900 -0.215 -0.369 -0.731 -0.086
H 2.2678 5.8707 0.6153 0.416 -0.212 0.177 0.054
H 3.1548 7.3783 0.5209 0.200 0.010 0.039 0.066
H 3.8133 5.9599 -0.3255 -0.205 -0.153 -0.070 0.064
H 2.6016 7.2828 -2.0460 -0.399 -0.271 -0.204 0.108
H 1.5233 5.8913 -1.3834 -0.056 0.076 -1.507 0.093
H 1.5234 9.1392 -2.2014 0.009 0.356 -0.138 0.107
H 0.4574 8.0000 -2.8597 -0.917 0.114 -0.448 0.106
H -1.4784 9.5232 -1.4472 0.061 -0.459 -0.356 0.065
H -0.1278 10.5035 -1.0219 0.393 -0.394 0.435 0.068
H -0.4646 10.4010 -2.6475 -0.463 -0.281 -0.340 0.065
H -0.7013 7.7418 0.4780 -0.899 0.730 -0.724 0.110
H 0.1376 6.4470 0.5464 0.689 -0.732 -0.517 0.103
H -2.0755 6.1006 -0.7015 0.129 -0.322 -0.040 0.079
H -0.6303 5.4753 -1.6003 -0.165 -0.474 0.470 0.066
H -1.3839 6.8451 -2.1286 -0.124 0.755 0.278 0.066
C -1.5516 -7.7945 5.9467 0.422 -0.687 0.312 -0.095
C -1.5708 -6.3184 5.5349 0.091 -1.375 -0.076 -0.272
N -1.1230 -5.5389 6.6588 -1.700 -1.511 0.559 -0.237
C -0.2920 -4.4164 6.3725 -0.261 0.214 -0.357 -0.270
C 1.2257 -4.7603 6.3999 -0.776 0.957 -0.019 -0.060
C -2.2621 -5.3268 7.6189 3.094 0.139 0.424 -0.202
C -1.5490 -5.3325 8.9898 -0.753 0.653 0.357 -0.094
H -1.8452 -7.9778 6.9802 -0.435 0.421 0.066 0.062
H -0.5266 -8.1650 5.9656 0.182 0.055 -0.311 0.066
H -2.1386 -8.4843 5.3403 -0.068 0.213 -0.296 0.066
H -0.9292 -6.2362 4.6576 0.227 0.374 0.097 0.113
H -2.5775 -6.0818 5.1903 -0.326 0.458 -0.015 0.105
H -0.7230 -3.9892 5.4670 0.932 0.176 -0.949 0.110
H -0.5406 -3.5874 7.0350 0.466 -0.157 0.659 0.106
H 1.5722 -5.5850 5.7770 -0.500 -0.007 -0.202 0.065
H 1.7474 -3.8563 6.0858 0.312 -0.035 0.039 0.064
H 1.5175 -5.0007 7.4222 -0.067 0.059 0.045 0.065
H -3.0569 -6.0721 7.5869 0.301 -0.056 -0.462 0.109
H -2.6403 -4.3277 7.4024 -0.611 0.088 0.252 0.107
H -0.8479 -6.1311 9.2323 -0.406 -0.526 -0.672 0.072
H -2.2973 -5.3085 9.7820 0.111 0.306 0.281 0.063
H -0.9097 -4.4507 9.0327 -0.235 0.253 0.262 0.058
C 7.7201 0.4351 -4.2361 0.934 1.319 1.447 -0.020
C 6.6836 1.0983 -3.3577 -4.915 -1.980 -2.101 -0.482
C 6.9697 1.8865 -2.1601 0.412 0.476 0.340 -0.032
O 5.4798 0.9514 -3.7083 2.818 0.461 0.863 0.007
H 7.8619 1.0850 -5.0996 -0.324 -0.472 -0.421 0.090
H 7.4994 -0.6160 -4.4218 -0.087 0.366 -0.257 0.092
H 8.6530 0.5646 -3.6873 0.404 -0.583 -0.130 0.068
H 7.7391 1.4139 -1.5495 0.167 0.366 -0.004 0.088
H 6.0731 2.0952 -1.5764 0.024 -0.268 -0.183 0.091
H 7.2851 2.8359 -2.5927 0.558 0.314 0.449 0.098
C -1.5455 -1.5481 -0.4173 -0.021 0.510 -0.276 -0.016
C -1.2524 -0.0253 -0.3104 -2.844 2.116 -0.019 -0.440
C 0.1033 0.5146 -0.5469 1.269 -0.550 0.226 -0.040
O -2.1411 0.8348 -0.0920 1.512 -2.841 -0.294 0.014
H -1.1527 -2.0933 0.4410 -0.177 0.208 0.267 0.080
H -1.0925 -2.0583 -1.2674 0.539 0.520 -0.224 0.068
H -2.6039 -1.7561 -0.5743 -0.082 0.367 0.561 0.076
H 0.2316 1.5500 -0.2314 -0.422 -0.119 -0.039 0.083
H 0.3787 0.4315 -1.5982 -0.047 -0.097 -0.107 0.090
H 0.8183 -0.0907 0.0103 0.272 -0.088 -0.063 0.084
C -3.3379 1.0647 5.1235 0.046 0.001 0.355 -0.027
C -1.9592 1.4479 4.5872 -0.078 0.147 -0.676 -0.484
C -1.7447 2.8997 4.1270 -1.086 -0.941 0.521 -0.013
O -1.0605 0.6501 4.5080 0.033 -0.297 0.175 0.058
H -3.8350 1.8980 5.6201 0.104 0.085 -0.003 0.071
H -3.2764 0.2339 5.8263 0.246 0.021 -0.050 0.077
H -4.0156 0.7358 4.3356 0.198 0.105 -0.338 0.086
H -1.4495 2.9750 3.0805 0.275 -0.196 0.187 0.081
H -0.9990 3.2888 4.8203 -0.047 0.408 -0.263 0.086
H -2.7259 3.3611 4.2380 0.318 0.638 0.044 0.065
```
Forces are in eV/Å.

**SMILES**: CCN(CC)CC.CCN(CC)CC.CCN(CC)CC.CC(C)=O.CC(C)=O.CC(C)=O
**Orbital gap**: 8.39 eV
**LUMO**: 0.48 eV
**HOMO level**: -7.91 eV